1.
{"formula": "C12H20AsBN6O2S7Tc", "method": "ωB97M-V with the def2-TZVPD basis set", "relative_energy_kj_mol": 0.0, "total_charge": 3, "lumo_energy_ev": [-10.50, -10.49], "gap_ev": [6.0, 6.0], "species": ["Tc", "C", "N", "C", "C", "N", "B", "N", "C", "C", "N", "C", "C", "S", "C", "S", "H", "H", "H", "H", "H", "H", "H", "H", "H", "H", "H", "H", "S", "As", "S", "S", "S", "S", "C", "N", "C", "C", "C", "N", "H", "H", "H", "H", "H", "H", "H", "H", "O", "O"], "xyz": [[-1.32461, -0.25829, 1.42968], [0.47915, -3.45005, 3.34587], [1.35563, -2.28134, 3.04151], [2.65577, -2.33338, 2.60244], [3.05019, -1.02484, 2.39641], [1.98533, -0.20123, 2.70445], [1.91772, 1.40863, 2.85262], [1.72245, 2.26175, 1.51883], [2.34869, 3.50043, 1.36845], [1.92152, 4.07322, 0.21096], [1.05832, 3.15759, -0.35884], [0.29657, 3.25874, -1.59191], [0.95804, 2.07989, 0.44452], [0.10256, 0.59002, -0.07791], [0.98624, -0.99982, 3.08148], [-0.61081, -0.39109, 3.40493], [0.97670, -4.36333, 3.05153], [-0.44656, -3.36290, 2.76009], [0.20749, -3.47885, 4.37983], [3.19400, -3.26651, 2.60034], [4.00422, -0.64020, 2.08669], [2.96508, 1.73398, 3.24786], [0.99975, 1.65702, 3.59615], [3.04301, 3.83564, 2.13018], [2.12800, 5.03521, -0.24502], [0.64775, 4.11168, -2.15622], [-0.74052, 3.42239, -1.34027], [0.39146, 2.33541, -2.14325], [-7.69882, 6.47674, -2.37222], [-6.16655, 5.30010, -2.70375], [-4.02187, 2.36049, -2.12129], [-5.49772, 1.98959, -0.97476], [-6.37803, 3.61969, -0.37442], [-1.75602, -2.12099, 0.16421], [-0.77097, -2.23240, -1.29712], [-1.10028, -1.59572, -2.40325], [-0.30891, -1.73254, -3.63321], [0.25924, -3.15060, -3.72065], [1.06749, -3.42124, -2.45871], [0.26774, -3.05476, -1.28897], [-1.93248, -1.01257, -2.41384], [0.51294, -0.98995, -3.60003], [-0.93372, -1.50637, -4.49342], [0.84758, -3.27582, -4.63133], [-0.55277, -3.88381, -3.75439], [1.99761, -2.84918, -2.46924], [1.36465, -4.46586, -2.31765], [0.46741, -3.54976, -0.42924], [-2.70342, 0.82560, 1.70487], [-3.23625, 1.85958, 1.24707]], "forces_ev_per_a": [[-1.62, 1.21, -1.56], [-0.17, 0.64, -0.91], [-0.31, -0.86, 0.05], [0.03, 0.84, 0.27], [-0.58, -0.39, 0.23], [0.27, -0.02, -0.35], [-0.15, -0.16, -0.12], [0.32, -0.12, -0.19], [-0.17, -0.52, 0.46], [-0.29, -0.44, 0.00], [-0.10, -0.35, 0.07], [0.05, 0.51, 0.18], [-0.31, -0.18, 0.01], [0.41, 0.39, 0.61], [0.13, 0.25, -0.20], [0.57, -0.41, 1.93], [0.26, -0.05, 0.06], [0.30, 0.03, 0.08], [0.10, 0.03, 0.68], [0.08, 0.08, -0.21], [0.07, 0.08, 0.04], [0.57, 0.18, 0.39], [0.13, -0.11, -0.12], [-0.20, 0.06, -0.25], [0.03, -0.31, 0.11], [0.16, -0.01, -0.21], [-0.38, 0.04, 0.00], [0.13, -0.05, -0.34], [0.50, -0.33, -0.16], [-0.65, 0.25, 0.45], [-0.26, -0.35, 0.13], [0.23, 0.96, -0.02], [0.07, -0.44, -0.38], [-0.04, -0.25, -0.07], [0.33, -0.29, -0.31], [-0.23, 0.21, 0.01], [0.64, 0.05, -0.19], [-0.29, -0.21, 0.32], [0.54, -0.11, -0.39], [-0.24, 0.20, 0.46], [0.26, -0.27, 0.16], [-0.36, -0.32, -0.08], [-0.12, 0.01, 0.10], [0.07, 0.08, 0.23], [-0.05, 0.18, -0.17], [-0.06, 0.13, 0.12], [-0.26, 0.13, -0.29], [-0.18, 0.19, -0.07], [1.47, -0.53, -0.02], [-0.72, 0.36, -0.57]]}

---

2.
{"formula": "CH3NO3", "method": "ωB97M-V with the def2-TZVPD basis set", "relative_energy_kj_mol": 314.2, "total_charge": -2, "lumo_energy_ev": [3.83, 3.91], "gap_ev": [4.7, 4.8], "species": ["C", "N", "O", "O", "O", "H", "H", "H"], "xyz": [[2.45047, 2.51192, 1.56260], [2.03704, 0.66036, 4.12384], [1.26385, 1.49093, 4.71642], [3.25333, 0.66133, 4.45799], [-7.21912, -4.95942, -9.86989], [3.55202, 2.46181, 1.86124], [1.87937, 2.87855, 2.44222], [-7.21696, -5.70547, -9.29442]], "forces_ev_per_a": [[0.79, -0.05, 0.36], [-0.04, 1.02, 0.73], [1.33, -1.10, -0.69], [-1.23, 0.19, -0.13], [-0.03, 0.95, -0.79], [-1.21, 0.09, -0.06], [0.38, -0.14, -0.18], [0.01, -0.96, 0.75]]}

---

3.
{"formula": "C34H34BN15O4STi", "method": "ωB97M-V with the def2-TZVPD basis set", "relative_energy_kj_mol": 25.8, "total_charge": 2, "lumo_energy_ev": -6.54, "gap_ev": 7.2, "species": ["Ti", "C", "C", "N", "N", "C", "B", "N", "C", "C", "C", "N", "N", "C", "C", "C", "N", "N", "C", "C", "C", "N", "H", "H", "H", "H", "H", "H", "H", "H", "H", "H", "H", "H", "N", "C", "C", "C", "C", "C", "C", "N", "C", "C", "C", "S", "C", "N", "H", "H", "H", "H", "H", "H", "H", "C", "C", "N", "C", "C", "N", "C", "O", "O", "C", "O", "O", "H", "H", "H", "H", "H", "N", "C", "N", "C", "C", "C", "C", "C", "H", "H", "H", "H", "H", "H", "H", "H", "H", "H"], "xyz": [[0.55150, 0.01183, 0.25668], [4.82264, -0.28957, 0.65925], [3.67349, 0.32611, 0.18354], [2.59874, -0.36492, 0.58040], [3.03061, -1.41066, 1.31298], [4.37025, -1.38984, 1.36540], [2.04948, -2.52872, 1.79567], [0.91965, -1.88142, 2.65794], [0.48498, -2.20072, 3.88725], [-0.67864, -1.49701, 4.13833], [-0.90167, -0.75947, 2.98078], [0.06584, -1.00069, 2.09593], [1.37082, -3.01990, 0.48584], [1.31691, -4.19336, -0.16491], [0.76738, -3.98973, -1.41516], [0.49777, -2.62669, -1.46223], [0.85072, -2.05427, -0.31359], [2.82011, -3.51249, 2.62259], [3.24303, -4.79914, 2.47758], [4.03270, -5.10916, 3.54945], [4.04679, -3.93474, 4.32648], [3.32733, -2.97867, 3.77325], [5.84302, 0.01247, 0.50448], [3.55706, 1.22746, -0.39556], [4.91321, -2.14574, 1.90583], [1.02708, -2.89974, 4.49915], [-1.28270, -1.53125, 5.02732], [-1.70273, -0.07699, 2.74271], [1.66342, -5.10576, 0.28154], [0.60483, -4.72358, -2.18406], [0.08217, -2.03350, -2.26012], [2.98111, -5.41147, 1.63554], [4.52452, -6.04498, 3.74671], [4.55235, -3.75370, 5.26143], [-1.51043, 3.65848, 1.05135], [-2.19085, 3.42926, -0.13933], [-3.13038, 4.19455, -0.81748], [-3.56322, 3.70195, -2.03132], [-3.06314, 2.49681, -2.54847], [-2.14109, 1.73363, -1.86121], [-1.71379, 2.20517, -0.61923], [-0.78664, 1.70916, 0.30157], [-0.67670, 2.62786, 1.24308], [0.34955, 2.44880, 2.24324], [0.64568, 3.10861, 3.39009], [2.01703, 2.39931, 4.11463], [2.11359, 1.26788, 2.85130], [1.18952, 1.40284, 1.93863], [-1.57701, 4.48378, 1.62451], [-3.49069, 5.13569, -0.42491], [-4.28620, 4.26522, -2.60462], [-3.40244, 2.16555, -3.52081], [-1.74545, 0.82045, -2.28141], [0.13786, 3.94602, 3.84005], [2.87675, 0.50335, 2.84535], [2.54185, 5.11853, -0.11928], [2.31745, 4.13276, -1.20985], [1.82521, 2.92216, -1.06736], [1.83636, 2.36429, -2.32865], [2.32865, 3.26834, -3.24298], [2.62540, 4.37145, -2.50904], [2.57081, 3.34247, -4.72082], [2.30027, 2.28113, -5.44934], [2.97247, 4.38119, -5.17141], [1.33963, 1.00261, -2.55655], [1.37680, 0.42416, -3.61779], [0.78133, 0.44420, -1.48252], [2.08856, 4.74572, 0.79682], [2.10531, 6.08677, -0.36438], [3.60740, 5.26952, 0.05819], [3.00205, 5.21117, -2.93047], [1.96517, 1.53011, -4.91082], [-1.39178, -0.74688, -0.18724], [-2.46086, -1.14614, -0.39138], [-3.65291, -1.58110, -0.62235], [-4.82700, -0.68344, -0.44982], [-6.04486, -1.33968, -1.08376], [-5.71821, -1.84069, -2.48944], [-4.58571, -2.89239, -2.47865], [-3.88060, -2.95267, -1.12831], [-4.60639, 0.26237, -0.94828], [-4.98259, -0.49562, 0.61388], [-6.84559, -0.60125, -1.11491], [-6.40184, -2.15897, -0.45685], [-5.42539, -0.98719, -3.10521], [-6.61419, -2.25671, -2.94619], [-3.85474, -2.66451, -3.25535], [-4.97468, -3.88766, -2.69489], [-2.91588, -3.45280, -1.20039], [-4.47719, -3.48557, -0.38808]], "forces_ev_per_a": [[-0.45, -0.18, -0.16], [0.04, 0.02, -0.02], [-0.03, 0.02, 0.02], [-0.10, 0.08, -0.11], [0.11, -0.10, 0.02], [-0.01, 0.03, 0.03], [-0.09, 0.06, -0.01], [0.02, -0.11, 0.06], [-0.01, 0.01, -0.02], [-0.04, 0.04, -0.03], [0.01, -0.03, 0.08], [0.16, -0.02, -0.13], [-0.01, -0.03, 0.05], [-0.01, 0.02, -0.05], [-0.01, 0.01, 0.02], [0.00, -0.06, 0.01], [0.07, -0.04, -0.02], [-0.08, -0.05, 0.01], [0.05, 0.03, -0.04], [-0.02, -0.01, 0.02], [0.01, -0.02, -0.02], [0.05, 0.02, -0.02], [0.00, 0.00, 0.00], [-0.02, 0.01, -0.01], [-0.02, -0.03, 0.02], [0.01, 0.00, -0.02], [0.00, 0.00, 0.01], [0.00, 0.01, -0.01], [-0.01, 0.01, 0.01], [0.00, 0.00, 0.00], [0.00, 0.01, 0.00], [0.02, 0.01, 0.00], [0.00, -0.01, 0.01], [0.00, 0.01, 0.01], [0.04, 0.04, 0.04], [0.02, -0.09, -0.03], [0.00, 0.02, -0.01], [0.02, 0.02, 0.04], [-0.01, -0.01, -0.02], [0.04, -0.05, 0.02], [-0.07, 0.10, 0.02], [0.10, 0.18, 0.06], [-0.08, -0.05, -0.13], [0.04, 0.02, 0.05], [-0.03, 0.03, -0.02], [0.02, -0.07, -0.05], [0.04, 0.09, 0.15], [-0.02, 0.12, -0.04], [0.00, 0.00, 0.01], [-0.01, 0.00, -0.01], [0.00, 0.00, -0.01], [0.00, 0.00, 0.00], [-0.01, -0.01, -0.01], [0.00, 0.01, 0.00], [-0.01, -0.02, -0.03], [0.00, 0.02, -0.02], [-0.01, -0.03, 0.01], [0.08, -0.04, 0.01], [-0.09, 0.01, 0.18], [0.02, -0.22, -0.02], [-0.01, 0.06, 0.00], [-0.14, 0.21, 0.14], [-0.05, -0.21, -0.03], [0.07, -0.07, -0.02], [-0.05, 0.21, -0.43], [-0.01, 0.07, 0.03], [0.43, -0.07, 0.35], [0.01, -0.01, 0.00], [-0.01, 0.00, 0.00], [0.00, 0.00, 0.00], [0.01, 0.00, -0.01], [0.08, 0.05, 0.02], [-0.04, 0.02, 0.03], [-0.01, -0.04, 0.05], [0.00, 0.04, -0.01], [-0.06, 0.01, 0.01], [0.02, -0.02, -0.05], [0.00, 0.00, 0.04], [0.00, 0.02, 0.02], [-0.01, -0.05, -0.07], [0.02, 0.00, 0.01], [0.02, -0.01, 0.00], [0.00, 0.00, 0.01], [-0.01, 0.01, 0.01], [0.01, 0.00, 0.00], [0.00, 0.01, -0.02], [0.00, -0.01, -0.01], [0.00, 0.00, 0.00], [0.00, 0.01, 0.03], [0.02, 0.00, 0.02]]}

---

4.
{"formula": "C38H27N2O4P2PdSTe", "method": "ωB97M-V with the def2-TZVPD basis set", "relative_energy_kj_mol": 330.4, "total_charge": 0, "multiplicity": 2, "lumo_energy_ev": [-2.84, -2.53], "gap_ev": [3.9, 4.3], "species": ["Pd", "O", "C", "O", "C", "C", "C", "C", "C", "N", "C", "O", "O", "H", "H", "H", "Te", "C", "C", "C", "N", "C", "C", "C", "P", "C", "C", "C", "C", "C", "C", "C", "C", "C", "C", "C", "C", "P", "C", "C", "C", "C", "C", "C", "C", "C", "C", "C", "C", "C", "H", "H", "H", "H", "H", "H", "H", "H", "H", "H", "H", "H", "H", "H", "H", "H", "H", "H", "H", "H", "H", "H", "H", "H", "S", "C"], "xyz": [[-0.72514, -1.70687, 1.12508], [-0.75468, 1.41919, 3.85839], [-0.22696, 0.32792, 3.38572], [0.22716, 0.25611, 2.25184], [-0.31451, -0.93986, 4.15788], [-0.28563, -1.11729, 5.52648], [-0.29315, -2.41800, 6.02136], [-0.36082, -3.48542, 5.13981], [-0.43401, -3.21603, 3.77972], [-0.40096, -1.97956, 3.32023], [-0.58086, -4.31503, 2.70901], [-0.55399, -5.47376, 3.09061], [-0.72506, -3.89136, 1.50950], [-0.23473, -0.25775, 6.18057], [-0.24453, -2.59256, 7.08793], [-0.36856, -4.51637, 5.46429], [-0.32013, -0.15035, -3.49794], [0.73532, 1.68737, -3.83097], [0.21198, 2.67345, -4.65533], [0.90507, 3.87079, -4.78006], [2.04636, 4.12689, -4.15158], [2.54720, 3.17062, -3.37442], [1.93573, 1.94124, -3.18172], [-0.06314, 0.09006, -1.36861], [0.92596, -1.21162, -0.60059], [2.11602, -0.50915, 0.58815], [2.58687, -1.39143, 1.56233], [3.47726, -0.94762, 2.52384], [3.89375, 0.37787, 2.51571], [3.42613, 1.25257, 1.54611], [2.53319, 0.81412, 0.57977], [2.07447, -1.93360, -1.81796], [3.40378, -1.52200, -1.89393], [4.23586, -2.04815, -2.87034], [3.75748, -3.00088, -3.75676], [2.44701, -3.44631, -3.65567], [1.60951, -2.92108, -2.68823], [-1.71802, 0.01335, -0.68015], [-2.06966, 0.79352, 0.90669], [-3.15235, 0.24656, 1.61796], [-3.66240, 0.98077, 2.71336], [-2.98382, 2.04278, 3.22086], [-1.58501, 2.28616, 2.79368], [-1.36186, 1.86176, 1.39649], [-2.82256, 1.01554, -1.72436], [-2.40972, 2.30226, -2.06978], [-3.26740, 3.13759, -2.76025], [-4.54465, 2.69945, -3.09317], [-4.95299, 1.42147, -2.74868], [-4.09526, 0.57503, -2.05853], [-0.72010, 2.51734, -5.18366], [0.52068, 4.66745, -5.40846], [3.48802, 3.40297, -2.88559], [2.38896, 1.19711, -2.54212], [2.23688, -2.41877, 1.56364], [3.83894, -1.62900, 3.28336], [4.58005, 0.73108, 3.27480], [3.75623, 2.28364, 1.54908], [2.14366, 1.50065, -0.16305], [3.78632, -0.78723, -1.20044], [5.26384, -1.71514, -2.92992], [4.40938, -3.40373, -4.52080], [2.08292, -4.20806, -4.33246], [0.59393, -3.28366, -2.59193], [-3.66915, -0.62935, 1.24749], [-4.62609, 0.70884, 3.12648], [-3.37873, 2.63353, 4.03637], [-1.23514, 3.29603, 2.98387], [-0.57833, 2.32299, 0.81090], [-1.41251, 2.62955, -1.79742], [-2.94126, 4.13065, -3.04223], [-5.22132, 3.35971, -3.61989], [-5.94367, 1.07816, -3.01742], [-4.40598, -0.42708, -1.79139], [-2.21570, -2.71220, -1.68691], [-2.32535, -1.63785, -0.47662]], "forces_ev_per_a": [[-0.72, -1.20, 0.52], [0.85, -0.70, 0.86], [-0.52, 0.99, -0.49], [0.72, 0.00, 0.22], [-0.12, -0.57, 0.16], [0.07, 0.27, -0.08], [-0.02, -0.18, -0.16], [0.02, 0.05, 0.17], [-0.14, -0.33, -0.29], [0.08, 0.06, 0.35], [0.03, 0.08, 0.51], [0.01, 0.12, -0.13], [-0.03, 0.38, -0.46], [-0.02, 0.00, -0.01], [-0.01, 0.01, 0.01], [-0.01, 0.01, -0.01], [0.66, 0.71, 0.18], [-0.30, -0.20, -0.03], [-0.04, -0.14, -0.02], [0.02, -0.02, -0.01], [0.06, 0.13, -0.03], [-0.03, -0.03, -0.01], [-0.03, -0.06, -0.02], [-1.05, -1.32, -0.01], [-0.10, 1.37, 0.31], [-0.02, -0.29, -0.01], [0.09, 0.08, -0.19], [0.00, -0.02, 0.00], [0.00, 0.01, 0.05], [0.06, 0.05, 0.01], [-0.07, -0.04, -0.06], [-0.38, -0.53, 0.15], [-0.13, 0.07, -0.01], [0.02, 0.01, -0.03], [0.00, 0.03, 0.02], [-0.03, -0.09, -0.06], [0.10, 0.02, 0.13], [-0.31, 3.26, -0.62], [0.44, -0.44, 0.23], [0.06, -0.49, -0.02], [-0.03, -0.06, 0.06], [0.52, 0.07, -0.16], [-1.23, 0.37, -1.33], [-0.26, 0.35, 0.25], [0.10, -0.11, -0.02], [0.00, -0.04, 0.04], [0.02, 0.02, 0.00], [0.01, -0.01, -0.03], [-0.09, -0.03, -0.02], [0.16, 0.00, 0.00], [-0.02, 0.08, 0.02], [-0.03, -0.04, -0.01], [-0.02, -0.05, 0.03], [0.05, -0.02, 0.04], [0.04, -0.02, 0.05], [0.00, 0.00, 0.00], [0.01, 0.00, -0.01], [-0.02, 0.01, -0.01], [-0.03, -0.01, 0.01], [0.03, 0.01, 0.01], [-0.01, 0.01, -0.01], [0.00, -0.02, 0.01], [-0.02, 0.00, 0.01], [-0.03, -0.02, -0.05], [-0.17, 0.09, -0.03], [0.01, -0.02, 0.01], [-0.07, 0.01, -0.03], [0.21, -0.19, 0.25], [0.07, -0.02, 0.06], [-0.03, 0.06, -0.05], [-0.01, 0.01, 0.04], [0.01, -0.01, -0.02], [0.00, 0.01, 0.02], [-0.09, 0.02, -0.02], [-1.22, 0.56, 1.59], [2.94, -2.02, -1.78]]}

---

5.
{"formula": "C2H5N3O", "method": "ωB97M-V with the def2-TZVPD basis set", "smiles": "C/C(N=O)=N/N", "relative_energy_kj_mol": 438.0, "total_charge": 0, "lumo_energy_ev": [-0.90, -0.90], "gap_ev": [7.9, 7.9], "species": ["C", "C", "N", "O", "N", "N", "H", "H", "H", "H", "H"], "xyz": [[-1.70957, 0.32384, -0.09685], [-0.30077, -0.22089, -0.02549], [-0.14596, -1.57725, 0.28944], [1.01591, -2.01325, 0.31900], [0.65458, 0.62369, -0.37485], [1.95508, 0.35896, -0.17383], [-1.88475, 0.76538, -1.08254], [-1.83714, 1.09914, 0.66471], [-2.44813, -0.46488, 0.06718], [2.54093, 1.18073, -0.31656], [2.15983, -0.07547, 0.72979]], "forces_ev_per_a": [[0.15, -0.28, -0.12], [1.10, 1.52, -0.37], [1.16, -0.90, -0.12], [-1.32, 0.81, 0.33], [-0.51, -0.60, 0.36], [-0.27, 0.08, 0.78], [0.00, 0.00, 0.19], [-0.07, -0.12, -0.16], [0.19, 0.07, 0.01], [-0.50, -0.16, -0.19], [0.07, -0.42, -0.71]]}

---

6.
{"formula": "Br5HSi2", "method": "ωB97M-V with the def2-TZVPD basis set", "relative_energy_kj_mol": 112.0, "total_charge": 0, "lumo_energy_ev": -1.21, "gap_ev": 8.5, "species": ["Si", "Si", "Br", "Br", "Br", "Br", "Br", "H"], "xyz": [[1.04302, 0.20067, -0.22656], [5.37692, -0.49317, 1.43050], [1.50836, 2.26956, -0.78963], [1.87841, -0.12803, 1.79396], [1.88675, -1.29504, -1.69821], [5.10779, 1.17773, -0.06667], [5.27348, -2.22309, -0.17401], [-0.42251, 0.05631, -0.43236]], "forces_ev_per_a": [[-0.05, -0.47, -1.13], [-0.18, -0.63, -1.23], [0.05, 0.00, -0.05], [-0.26, -0.16, -0.09], [-0.22, 0.68, 0.69], [0.13, 0.05, 0.29], [0.13, 0.57, 0.94], [0.39, -0.04, 0.59]]}